The following is a quantum chemistry calculation of a structure of composition C25H30Cl3NO3Zr, from the Open Molecules 2025 dataset.

Computed properties:
Energy above the lowest of the compared OMol25 structures with the same formula, charge and spin: 0.0 kcal/mol
Gap between HOMO and LUMO: 3.614 eV
E_LUMO: 4.309 eV
HOMO energy: 0.0256 Eh
Total charge: -2

Each line ends with the natural charge from an NBO analysis.
Positions of all 63 atoms, in Å:
1 C 4.349 -1.525 0.391  -0.050
2 C 4.712 -0.193 0.050  -0.180
3 C 4.138 0.115 -1.214  -0.130
4 C 5.494 0.743 0.876  -0.616
5 C 3.390 -1.020 -1.643  -0.128
6 C 3.519 -2.030 -0.652  -0.147
7 C 2.843 -3.335 -0.709  -0.615
8 C 4.733 -2.202 1.641  -0.631
9 C 4.287 1.398 -1.920  -0.616
10 C 2.567 -1.140 -2.860  -0.623
11 Zr 0.714 0.427 1.588  1.940
12 Cl 2.276 1.839 2.239  -0.421
13 Cl -0.413 0.715 3.703  -0.561
14 Cl 0.734 1.513 -0.585  -0.529
15 H 5.859 0.245 1.780  0.190
16 H 4.880 1.600 1.189  0.188
17 H 6.357 1.130 0.316  0.168
18 H 3.843 2.222 -1.343  0.189
19 H 3.791 1.356 -2.894  0.189
20 H 5.350 1.630 -2.080  0.166
21 H 2.701 -0.266 -3.505  0.184
22 H 1.500 -1.219 -2.605  0.208
23 H 2.850 -2.036 -3.429  0.168
24 H 1.765 -3.202 -0.872  0.196
25 H 2.984 -3.880 0.228  0.189
26 H 3.235 -3.946 -1.537  0.164
27 H 4.425 -1.610 2.513  0.193
28 H 5.824 -2.342 1.693  0.163
29 H 4.252 -3.181 1.713  0.192
30 O 1.725 -1.616 1.752  -1.087
31 H 1.036 -2.254 2.009  0.446
32 C -2.201 3.502 -1.696  -0.635
33 C -2.431 3.059 -0.280  -0.001
34 C -1.726 3.681 0.751  -0.233
35 C -1.936 3.331 2.080  -0.211
36 C -2.813 2.298 2.375  -0.233
37 C -3.365 1.542 1.334  0.180
38 N -3.963 0.341 1.682  -0.621
39 C -4.078 -0.845 0.961  0.300
40 C -5.248 -1.601 1.168  -0.293
41 C -5.589 -2.622 0.289  -0.208
42 C -4.742 -2.934 -0.784  -0.277
43 C -3.513 -2.283 -0.904  -0.148
44 C -3.129 -1.290 0.003  -0.213
45 C -1.683 -0.834 -0.042  0.779
46 O -1.010 -1.089 -1.051  -0.622
47 O -1.262 -0.233 1.042  -0.847
48 C -3.318 2.012 0.004  -0.003
49 C -4.172 1.438 -1.079  -0.655
50 H -1.730 2.705 -2.288  0.240
51 H -3.135 3.794 -2.192  0.193
52 H -1.527 4.365 -1.706  0.211
53 H -1.006 4.456 0.489  0.206
54 H -1.403 3.835 2.882  0.215
55 H -3.000 1.987 3.401  0.208
56 H -4.297 0.281 2.639  0.383
57 H -5.907 -1.326 1.996  0.196
58 H -6.523 -3.166 0.434  0.197
59 H -5.017 -3.697 -1.512  0.199
60 H -2.815 -2.539 -1.703  0.245
61 H -3.587 0.786 -1.743  0.234
62 H -5.016 0.866 -0.684  0.215
63 H -4.581 2.245 -1.701  0.202